1.
Density functional theory data (ωB97M-V/def2-TZVPD) for a 3-piece molecular cluster, C19H38Cl2FN3O2PS overall.

```
! wB97M-V def2-TZVPD RIJCOSX def2/J DEFGRID3
* xyz 1 1
C -2.940 1.880 -2.364
C -2.000 1.845 -1.008
C -0.414 1.436 -1.324
Cl 0.803 2.681 -0.623
C -0.159 -0.101 -0.816
N 0.154 -1.176 -1.658
P 0.386 -1.100 -3.459
S -1.306 -0.897 -4.400
C 0.327 -2.586 -1.055
C -0.315 -3.794 -1.965
F 0.837 -4.384 -2.738
C -0.970 -5.027 -1.105
C -1.622 -6.075 -2.231
C -0.584 -2.356 0.329
C -0.178 -0.804 0.665
C -0.844 -0.028 1.946
C 0.176 0.989 2.743
C 1.421 0.201 3.469
Cl 2.154 1.164 4.884
H -3.510 2.917 -2.469
H -3.806 1.071 -2.221
H -2.380 1.586 -3.349
H -2.007 2.894 -0.486
H -2.418 0.967 -0.342
H -0.310 1.542 -2.509
H 1.230 -2.169 -3.959
H 1.153 0.132 -3.680
H 1.443 -2.821 -0.737
H -1.165 -3.425 -2.717
H -1.889 -4.710 -0.424
H -0.178 -5.673 -0.499
H -0.872 -6.914 -2.563
H -2.675 -6.501 -1.884
H -1.850 -5.437 -3.210
H -0.377 -3.186 1.162
H -1.679 -2.462 -0.131
H 0.981 -0.868 0.927
H -1.150 -0.868 2.737
H -1.826 0.566 1.717
H 0.574 1.878 2.092
H -0.458 1.491 3.622
H 2.239 0.007 2.623
H 1.038 -0.829 3.919
C -4.071 6.597 0.839
C -3.652 6.045 -0.495
O -4.263 5.134 -1.047
N -2.553 6.586 -1.096
C -1.705 7.652 -0.618
H -4.960 6.065 1.190
H -3.272 6.455 1.571
H -4.318 7.658 0.745
H -2.335 6.162 -1.991
H -1.724 8.457 -1.356
H -0.687 7.264 -0.537
H -2.026 8.038 0.350
C 4.728 -2.052 0.799
C 4.050 -2.311 2.115
O 2.916 -1.904 2.357
N 4.731 -3.022 3.059
C 6.059 -3.583 2.972
H 4.061 -1.474 0.152
H 5.643 -1.474 0.956
H 4.956 -2.999 0.302
H 4.208 -3.154 3.917
H 5.981 -4.662 3.125
H 6.663 -3.149 3.773
H 6.533 -3.384 2.010
*
```

Output
* highest occupied orbital energy: -11.389 eV


2.
Density functional theory data (ωB97M-V/def2-TZVPD) for C19H38Cl2FNO3PPtSi3 as an isolated structure.

```
! wB97M-V def2-TZVPD RIJCOSX def2/J DEFGRID3
* xyz -1 1
Pt -0.064 0.044 -0.210
C 0.363 2.085 3.423
Si 0.795 2.653 1.675
C 2.101 4.008 1.929
C -0.707 3.563 0.974
C 1.470 1.303 0.582
Si 2.529 0.058 1.490
C 3.869 0.883 2.564
C 3.450 -1.074 0.307
C 1.539 -1.012 2.686
Si 2.254 1.969 -0.947
C 1.333 3.401 -1.760
C 4.062 2.500 -0.829
C 2.131 0.591 -2.237
C 3.062 0.225 -3.200
C 2.791 -0.839 -4.048
C 1.593 -1.517 -3.910
C 0.704 -1.110 -2.929
N 0.961 -0.071 -2.138
H -0.147 2.899 3.950
H 1.254 1.822 3.997
H -0.290 1.217 3.391
H 1.723 4.773 2.616
H 2.350 4.509 0.989
H 3.025 3.605 2.348
H -1.253 4.050 1.789
H -1.382 2.869 0.473
H -0.411 4.339 0.266
H 4.494 1.565 1.982
H 4.522 0.116 2.992
H 3.440 1.452 3.394
H 4.078 -0.540 -0.410
H 2.711 -1.682 -0.224
H 4.100 -1.737 0.887
H 1.500 -0.577 3.688
H 2.009 -1.997 2.752
H 0.524 -1.177 2.320
H 1.420 4.327 -1.188
H 0.274 3.160 -1.863
H 1.745 3.580 -2.757
H 4.188 3.236 -0.032
H 4.398 2.960 -1.763
H 4.719 1.657 -0.606
H 4.002 0.759 -3.263
H 3.514 -1.147 -4.794
H 1.348 -2.368 -4.531
H -0.231 -1.619 -2.750
Cl -2.402 -3.677 -2.924
C -3.249 -2.309 -2.153
Cl -4.924 -2.762 -1.761
C -2.457 -1.850 -0.893
O -2.598 -2.461 0.151
O -1.797 -0.795 -1.160
H -3.296 -1.517 -2.889
F 0.673 -2.080 -0.153
C -4.289 -0.302 1.130
P -2.977 0.437 2.102
C -2.811 -0.610 3.561
C -3.641 2.011 2.691
O -1.680 0.627 1.404
H -5.201 -0.382 1.724
H -3.969 -1.288 0.789
H -4.478 0.320 0.253
H -3.777 -0.815 4.023
H -2.151 -0.127 4.282
H -2.353 -1.546 3.239
H -4.563 1.868 3.256
H -3.838 2.649 1.829
H -2.894 2.499 3.318
*
```

Output
* highest occupied orbital energy (alpha / beta): -3.757 / -3.822 eV


Record order is preserved below.
ΔE to the lowest compared entry with this formula, charge and spin: 146.2; 56.2 kcal/mol
Record order is preserved below.
Calculated total energy: -76759.2032; -91889.5527 eV